10 unconnected molecules or ions with the total composition C48H84F5N3O20, computed with the ωB97M-V functional and the def2-TZVPD basis.

Geometry as XYZ:
```
160
Properties=species:S:1:pos:R:3
F 1.412 -3.040 3.832
F -4.555 -1.322 5.549
F 5.541 -5.612 1.250
F -0.767 2.245 -0.181
F -1.341 -2.227 7.332
O -4.380 -3.243 4.306
O 3.522 0.518 -4.040
O -2.083 0.629 6.462
O 4.107 -3.813 1.211
O -0.387 -0.711 5.967
O 6.038 -3.047 0.678
O 0.254 -0.697 -0.943
O -4.086 5.005 0.858
O -4.639 -1.873 2.695
O -0.139 -5.629 3.977
O -2.043 -4.758 2.865
O 4.678 -1.777 2.026
O -2.936 3.469 2.026
O -6.346 -1.256 -2.620
O -5.562 -3.890 2.500
O 1.963 -4.962 -3.738
O 1.449 4.631 2.525
O -0.708 -3.537 4.293
O -2.186 3.959 0.107
O -1.313 0.679 4.366
N -5.329 -0.265 -2.873
N 1.487 3.762 3.640
N 2.937 0.596 -5.269
C 1.222 4.339 5.017
C -3.452 1.110 -2.067
C 4.762 -4.822 0.479
C 1.542 -2.588 -3.354
C -4.787 -0.330 -4.247
C 0.824 1.277 -4.015
C -1.900 2.529 1.922
C -2.679 1.064 -3.392
C 2.223 3.016 -5.261
C -3.633 -1.228 3.504
C -3.764 -2.034 4.789
C 1.051 3.187 6.013
C 4.856 1.316 -6.730
C 1.867 1.725 2.309
C 0.090 -1.323 0.075
C 2.224 2.232 6.038
C 0.627 -3.523 4.786
C 4.916 -2.771 1.329
C -1.175 3.063 0.707
C 0.779 -5.072 4.887
C 1.851 1.078 -7.861
C -5.922 -0.001 -5.282
C 2.461 5.217 5.493
C -4.038 -1.597 -4.700
C 2.989 0.025 -7.672
C 4.564 -1.061 -6.189
C 2.304 1.541 4.698
C -3.618 -1.432 -1.380
C -0.908 -0.835 1.088
C -3.790 0.863 -4.473
C 1.856 1.543 -5.205
C -1.044 -4.662 3.586
C -0.702 -1.062 7.325
C -1.631 0.028 7.696
C -4.351 -0.100 -1.787
C 5.760 -4.016 -0.319
C -4.991 0.372 -0.418
C -0.056 5.127 5.084
C -1.277 0.223 5.513
C 0.904 -2.574 0.442
C -3.146 4.209 0.992
C -0.353 -4.289 -3.902
C -4.913 -3.068 3.128
C 1.116 -4.035 -3.688
C 3.921 2.893 3.263
C 2.428 2.575 3.529
C 1.065 1.249 -6.511
C 3.798 0.280 -6.385
H -0.968 -3.391 -3.976
H 0.144 2.617 5.812
H 2.723 5.811 4.617
H 4.145 -5.338 -0.257
H 0.300 2.008 -6.674
H -5.291 1.419 -0.455
H 5.282 -3.685 -1.242
H 1.244 1.068 -3.031
H 3.963 -1.970 -6.159
H 1.829 -5.307 4.713
H 0.762 -3.029 5.748
H 3.043 3.210 -4.571
H -3.058 -1.584 -4.224
H -0.492 -4.741 -4.884
H 0.798 1.523 2.387
H -1.973 0.243 -3.265
H 2.225 -2.099 -4.049
H 0.929 -2.789 1.510
H 5.527 1.118 -7.565
H 2.247 5.128 2.720
H 0.223 -1.221 7.879
H 3.143 0.847 4.756
H 5.122 -1.061 -5.253
H -0.038 6.003 4.435
H 0.685 0.240 -6.352
H 1.373 3.651 -5.010
H -3.363 0.717 -5.465
H -5.585 -0.300 -6.275
H 1.031 3.622 7.012
H 1.890 2.179 1.319
H -0.234 5.383 6.128
H 3.202 2.710 6.099
H 2.202 1.477 6.823
H -6.777 -0.635 -5.047
H 2.454 -0.918 -7.557
H 1.350 1.024 4.599
H -4.557 -2.424 -4.213
H -4.022 -1.581 -5.789
H 4.415 3.200 4.185
H -2.097 1.956 -3.625
H 6.610 -4.630 -0.615
H 4.486 2.006 2.977
H -5.844 -0.229 -0.103
H -2.273 1.509 1.831
H -4.237 0.268 0.362
H 0.184 2.150 -3.882
H -2.678 -1.419 3.015
H -2.794 1.421 -1.256
H 4.413 2.271 -7.014
H -0.313 3.683 0.954
H -0.742 -4.937 -3.117
H -0.891 4.546 4.692
H 0.439 -3.415 -0.072
H 5.381 -1.205 -6.896
H -1.422 0.063 0.748
H -1.731 -1.541 1.190
H -2.508 -0.331 8.234
H -0.372 -0.662 2.021
H 2.537 3.402 -6.231
H 1.925 -2.415 0.096
H -4.422 1.748 -4.546
H 3.549 -0.091 -8.599
H -1.231 2.511 2.782
H 5.503 1.574 -5.892
H -4.026 2.035 -2.005
H -3.169 -1.996 -2.198
H 2.251 2.044 -8.168
H -1.079 0.721 8.331
H 0.656 -2.017 -3.075
H -2.732 -2.138 5.124
H -2.810 -1.163 -0.699
H -3.722 -0.168 3.744
H 1.178 0.754 -8.655
H 4.038 3.620 2.460
H 3.379 4.777 5.883
H 2.527 0.871 2.161
H 2.224 -2.608 -2.505
H 0.485 -5.252 5.921
H 2.271 6.034 6.188
H 0.226 0.379 -4.167
H -6.943 -0.780 -2.038
H -4.341 -2.155 -1.003
H -6.411 0.974 -5.288
H 4.171 1.216 -4.151
```

Summary:
- HOMO energy (spin up / spin down) (Eh) = -0.3427 / -0.3427
- <S²> = 0.755
- gap between HOMO and LUMO (spin up / spin down) (eV) = 6.540 / 2.059
- charge = +1
- 2S+1 = 2